Record 1
C48H88BrClF6N17O3P | ωB97M-V/def2-TZVPD

The HOMO energy comes out at -13.30 eV. The value obtained for the total energy is -7011.81805 a.u. The charge is +4.

```
165
Properties=species:S:1:pos:R:3:mulliken_charge:R:1
N 19.540 -6.335 23.859 0.11
O 19.332 -7.442 24.333 -0.46
O 19.741 -5.420 24.678 -0.26
O 19.428 -6.042 22.659 -0.19
C 22.383 4.754 26.420 -1.05
C 21.127 4.307 27.216 -0.49
N 20.405 3.340 26.455 0.20
C 19.291 3.526 25.652 -0.60
C 18.835 2.250 25.241 -0.18
N 19.700 1.363 25.682 0.35
C 20.657 2.022 26.461 -0.36
C 19.441 -0.065 25.825 -0.49
H 22.047 5.119 25.449 0.34
H 22.984 3.856 26.276 0.32
H 22.919 5.602 26.845 0.39
H 20.548 5.230 27.209 0.27
H 21.296 3.998 28.248 0.38
H 18.814 4.474 25.451 0.42
H 17.938 1.980 24.704 0.53
H 21.359 1.519 27.110 0.44
H 19.608 -0.558 24.867 0.26
H 18.380 -0.225 26.015 0.35
H 20.038 -0.541 26.602 -0.09
C 14.738 -1.322 29.042 -1.28
C 16.244 -1.161 29.310 -0.27
N 17.047 -2.024 28.463 0.28
C 16.894 -2.475 27.105 -1.21
C 18.065 -3.123 26.688 -0.38
N 18.952 -3.065 27.782 0.89
C 18.353 -2.417 28.800 -0.59
C 20.331 -3.456 27.709 -1.11
H 14.436 -0.758 28.160 0.37
H 14.096 -0.904 29.817 0.40
H 14.426 -2.366 29.013 0.32
H 16.539 -1.483 30.308 0.37
H 16.551 -0.116 29.254 0.32
H 15.964 -2.164 26.653 0.64
H 18.342 -3.639 25.781 0.59
H 18.930 -2.074 29.646 0.53
H 20.951 -2.585 27.923 0.39
H 20.695 -3.972 26.820 0.18
H 20.510 -4.176 28.507 0.26
C 21.936 -10.206 23.970 -1.08
C 21.244 -10.963 22.847 -0.45
N 20.689 -10.119 21.846 0.42
C 19.704 -10.328 20.889 -0.82
C 19.623 -9.250 19.999 -0.35
N 20.570 -8.315 20.400 0.48
C 21.228 -8.900 21.476 -0.45
C 20.934 -7.075 19.778 -0.59
H 22.928 -9.845 23.699 0.48
H 22.097 -10.955 24.746 0.54
H 21.340 -9.443 24.469 -0.03
H 20.473 -11.629 23.232 0.40
H 22.017 -11.589 22.401 0.29
H 19.169 -11.265 20.829 0.63
H 19.069 -9.127 19.080 0.64
H 22.051 -8.425 21.990 0.03
H 20.402 -6.951 18.834 0.32
H 22.021 -7.109 19.705 0.49
H 20.806 -6.195 20.407 -0.14
C 14.938 -7.479 25.718 -0.87
C 15.275 -6.578 26.882 -0.26
N 16.424 -6.997 27.603 0.42
C 16.394 -7.769 28.765 -0.79
C 17.686 -8.061 29.135 -0.43
N 18.495 -7.330 28.373 0.53
C 17.742 -6.681 27.415 -0.92
C 19.976 -7.333 28.370 -0.32
H 14.574 -8.460 26.024 0.50
H 15.778 -7.575 25.030 -0.20
H 14.105 -7.106 25.122 0.56
H 14.497 -6.377 27.618 0.51
H 15.616 -5.629 26.468 -0.15
H 15.496 -8.090 29.270 0.56
H 18.056 -8.661 29.954 0.63
H 18.130 -6.145 26.562 0.72
H 20.393 -7.576 27.393 0.22
H 20.443 -7.972 29.119 0.38
H 20.295 -6.308 28.560 -0.10
C 17.560 -10.610 24.164 -0.97
C 17.332 -10.220 25.623 0.71
N 17.210 -11.350 26.487 0.38
C 16.353 -12.458 26.318 -0.25
C 16.684 -13.431 27.361 -0.57
N 17.685 -12.886 28.139 0.14
C 17.944 -11.601 27.656 -0.50
C 18.392 -13.528 29.281 -0.79
H 18.580 -10.956 23.996 0.00
H 17.372 -9.765 23.501 0.13
H 17.003 -11.476 23.807 0.62
H 16.372 -9.704 25.658 -0.54
H 18.135 -9.581 25.990 0.13
H 15.577 -12.479 25.567 0.52
H 16.382 -14.417 27.683 0.44
H 18.687 -10.950 28.092 0.51
H 19.248 -13.997 28.796 0.38
H 17.834 -14.323 29.774 0.31
H 18.707 -12.909 30.121 0.31
C 23.135 -3.193 29.829 -0.85
C 24.331 -3.779 29.065 -0.65
N 23.919 -4.513 27.887 0.39
C 23.689 -4.054 26.604 -1.09
C 23.297 -5.101 25.786 -0.36
N 23.367 -6.270 26.525 0.39
C 23.793 -5.886 27.810 -0.23
C 23.090 -7.582 26.067 -0.69
H 23.422 -2.820 30.812 0.48
H 22.542 -4.078 30.061 0.24
H 22.713 -2.303 29.362 0.18
H 24.888 -4.421 29.747 0.37
H 24.959 -2.936 28.780 0.34
H 23.908 -3.017 26.393 0.52
H 23.068 -5.262 24.743 0.73
H 24.017 -6.598 28.590 0.41
H 23.313 -8.345 26.812 0.35
H 23.830 -7.850 25.312 0.44
H 22.028 -7.726 25.872 -0.11
C 15.432 -11.201 20.916 -0.71
C 14.800 -9.858 20.308 -0.65
N 15.442 -8.619 20.784 0.29
C 15.497 -8.201 22.074 -0.80
C 16.171 -6.992 22.090 -0.24
N 16.299 -6.527 20.808 0.33
C 15.901 -7.581 19.998 -0.43
C 17.005 -5.347 20.296 -0.75
H 16.509 -11.228 20.756 0.10
H 15.013 -12.057 20.386 0.46
H 15.285 -11.312 21.990 0.16
H 13.725 -9.678 20.316 0.40
H 14.996 -9.930 19.238 0.34
H 15.197 -8.793 22.927 0.74
H 16.530 -6.419 22.933 0.36
H 15.962 -7.665 18.923 0.47
H 16.852 -4.442 20.884 0.12
H 16.628 -4.981 19.341 0.35
H 18.066 -5.593 20.255 0.37
C 22.379 -2.630 22.798 -1.12
C 21.264 -3.206 21.947 1.30
N 20.222 -2.264 21.841 0.96
C 20.224 -1.093 21.080 -0.17
C 19.017 -0.482 21.201 -1.10
N 18.296 -1.280 22.127 0.35
C 19.020 -2.351 22.536 -1.11
C 16.904 -1.058 22.603 -0.67
H 22.062 -2.623 23.841 0.11
H 22.566 -1.586 22.547 0.44
H 23.273 -3.252 22.748 0.41
H 20.848 -4.128 22.353 -0.63
H 21.511 -3.460 20.916 -0.56
H 21.102 -0.796 20.526 0.61
H 18.599 0.433 20.807 0.50
H 18.835 -3.148 23.241 0.88
H 16.127 -1.579 22.045 0.28
H 16.614 -0.008 22.554 0.30
H 16.924 -1.242 23.678 0.17
Cl 15.538 -4.102 24.042 -0.67
P 22.008 -3.745 17.757 1.17
F 20.889 -2.806 16.989 -0.40
F 20.830 -4.080 18.804 -0.36
F 21.573 -4.884 16.777 -0.35
F 22.921 -4.885 18.428 -0.31
F 23.274 -3.307 16.812 -0.35
F 22.484 -2.532 18.792 -0.41
Br 24.295 -6.899 22.095 -0.70
```

---

Record 2
C48H90F9N5O14S3 | ωB97M-V/def2-TZVPD

The HOMO energy comes out at -12.62 eV. The value obtained for the total energy is -5302.42415 a.u. The charge is +2.

```
169
Properties=species:S:1:pos:R:3:mulliken_charge:R:1
C -3.122 7.297 -1.286 -1.63
C -3.200 5.739 -1.467 1.48
C -4.557 5.145 -1.676 -1.63
C -4.661 3.637 -1.941 -0.41
C -3.251 3.153 -2.380 -1.64
C -2.578 4.117 -3.350 2.06
N -2.506 5.481 -2.680 1.15
O -1.898 6.330 -3.383 -0.40
C -3.522 4.411 -4.532 -1.78
C -1.180 3.598 -3.712 -2.36
C -2.240 5.075 -0.299 -1.50
H -2.080 7.501 -1.168 0.50
H -3.754 7.618 -0.414 0.33
H -3.477 7.849 -2.142 0.44
H -4.953 5.649 -2.578 0.23
H -5.178 5.480 -0.824 0.57
H -5.286 3.285 -2.791 0.48
H -5.034 3.093 -1.011 0.25
H -3.442 2.281 -2.972 0.70
H -2.496 2.794 -1.653 0.08
H -2.959 5.102 -5.136 0.54
H -4.433 4.832 -4.265 0.53
H -3.780 3.561 -5.128 0.33
H -0.517 4.277 -4.167 0.50
H -1.342 2.751 -4.398 0.39
H -0.673 3.083 -2.933 0.59
H -2.545 4.096 -0.067 0.55
H -2.180 5.808 0.517 0.41
H -1.228 4.955 -0.628 0.29
C 1.511 -2.574 1.309 -2.78
C 2.535 -3.635 1.570 2.20
C 2.543 -4.369 3.004 -1.42
C 3.395 -5.653 2.984 -0.74
C 2.795 -6.679 2.010 -0.99
C 2.671 -6.133 0.572 1.20
N 2.066 -4.834 0.672 0.87
O 1.001 -4.653 0.046 0.02
C 1.746 -6.995 -0.190 -1.75
C 4.013 -5.891 -0.009 -1.54
C 3.961 -3.080 1.237 -1.39
H 1.729 -2.129 0.322 0.59
H 1.788 -1.772 2.027 0.57
H 0.434 -2.865 1.227 0.33
H 1.503 -4.509 3.155 0.53
H 2.879 -3.674 3.739 0.44
H 3.297 -6.037 4.012 0.45
H 4.409 -5.467 2.746 0.38
H 1.836 -7.044 2.397 0.35
H 3.469 -7.571 1.869 0.44
H 0.732 -7.195 0.177 0.35
H 2.308 -7.976 -0.283 0.40
H 1.557 -6.619 -1.189 0.27
H 3.924 -5.889 -1.101 0.23
H 4.610 -6.746 0.319 0.47
H 4.512 -5.024 0.370 0.45
H 3.779 -1.975 1.352 0.39
H 4.268 -3.370 0.231 0.41
H 4.726 -3.272 2.010 0.36
C 4.905 2.734 -0.051 -1.65
C 4.659 3.875 0.911 1.40
C 5.864 3.966 1.917 -1.35
C 6.007 5.287 2.710 -0.61
C 6.177 6.412 1.662 -1.02
C 4.918 6.592 0.721 1.12
N 4.753 5.190 0.157 1.05
O 4.669 5.056 -1.047 -0.44
C 5.082 7.620 -0.416 -1.79
C 3.684 6.952 1.571 -1.59
C 3.198 3.844 1.597 -1.43
H 4.017 2.775 -0.726 0.41
H 4.825 1.821 0.541 0.40
H 5.886 2.734 -0.607 0.38
H 6.830 3.791 1.413 0.42
H 5.807 3.047 2.488 0.50
H 6.865 5.235 3.379 0.44
H 5.183 5.357 3.415 0.34
H 7.019 6.211 1.017 0.36
H 6.179 7.432 2.121 0.47
H 5.597 8.473 -0.041 0.42
H 4.147 7.776 -0.939 0.36
H 5.669 7.231 -1.200 0.52
H 3.921 7.959 1.976 0.49
H 3.658 6.293 2.457 0.54
H 2.747 7.041 0.992 0.15
H 3.424 3.695 2.677 0.48
H 2.657 2.910 1.411 0.40
H 2.659 4.756 1.440 0.21
C -5.666 -2.401 -3.038 -1.67
C -4.442 -2.840 -3.850 1.21
C -3.700 -1.560 -4.344 -0.67
C -2.205 -1.580 -4.531 -1.15
C -1.575 -2.125 -3.270 -0.80
C -1.979 -3.516 -2.876 2.23
N -3.525 -3.598 -2.831 1.16
O -4.096 -4.307 -2.145 -0.44
C -1.574 -3.916 -1.457 -1.69
C -1.569 -4.648 -3.908 -1.55
C -4.630 -3.864 -5.001 -1.54
H -5.486 -1.715 -2.190 0.25
H -6.435 -3.164 -2.651 0.32
H -6.280 -1.869 -3.730 0.50
H -3.859 -0.702 -3.615 0.10
H -4.191 -1.215 -5.295 0.49
H -1.871 -0.572 -4.581 0.44
H -1.837 -1.987 -5.465 0.37
H -1.867 -1.516 -2.458 0.19
H -0.489 -1.954 -3.275 0.30
H -0.530 -3.641 -1.389 0.02
H -1.688 -4.991 -1.366 0.50
H -2.166 -3.294 -0.771 0.32
H -2.245 -5.508 -3.744 0.47
H -0.574 -5.066 -3.680 0.20
H -1.598 -4.307 -4.963 0.32
H -4.933 -3.439 -5.933 0.38
H -5.281 -4.686 -4.772 0.44
H -3.665 -4.263 -5.319 0.33
C -0.739 -1.447 3.980 -1.29
C -1.091 -1.749 5.464 2.41
C -2.209 -0.861 5.982 -1.57
C -3.629 -0.966 5.394 -0.45
C -3.998 -2.473 5.547 -1.26
C -2.985 -3.565 4.950 1.27
N -1.513 -3.235 5.359 0.75
O -0.714 -4.031 5.469 -0.40
C -2.963 -3.697 3.461 -1.05
C -3.204 -4.885 5.647 -1.78
C 0.172 -1.673 6.298 -1.62
H -0.053 -2.243 3.597 0.31
H -0.353 -0.424 3.930 0.79
H -1.591 -1.456 3.298 -0.72
H -1.891 0.229 5.903 0.40
H -2.265 -0.937 7.124 0.49
H -3.697 -0.567 4.421 0.21
H -4.315 -0.440 6.069 0.48
H -5.057 -2.724 5.259 0.40
H -4.005 -2.684 6.628 0.49
H -2.077 -4.241 3.034 0.16
H -2.960 -2.601 3.089 0.01
H -3.943 -4.152 3.138 0.55
H -4.271 -5.180 5.474 0.38
H -2.974 -4.966 6.739 0.45
H -2.718 -5.737 5.224 0.44
H 0.997 -1.422 5.643 0.34
H 0.357 -2.649 6.745 0.34
H 0.180 -1.025 7.161 0.43
C -1.549 -0.081 0.368 0.42
F -0.957 0.716 1.282 -0.22
F -1.225 0.329 -0.883 -0.04
F -0.884 -1.247 0.449 -0.05
S -3.305 -0.337 0.663 0.70
O -3.524 -1.415 -0.236 -0.54
O -3.485 -0.778 2.033 -0.49
O -3.870 0.975 0.414 -0.62
C 2.433 6.294 -3.393 0.54
F 1.950 6.069 -4.672 -0.23
F 3.756 6.200 -3.416 -0.18
F 2.071 7.553 -3.035 -0.22
S 1.670 5.132 -2.270 1.10
O 2.183 5.593 -0.995 -0.54
O 0.242 5.299 -2.375 -0.73
O 2.062 3.805 -2.734 -0.79
C 3.356 -3.909 -4.357 0.32
F 4.139 -2.840 -4.538 -0.21
F 2.568 -4.048 -5.382 -0.17
F 4.150 -4.981 -4.117 -0.21
S 2.354 -3.680 -2.793 1.05
O 1.530 -4.901 -2.725 -0.67
O 3.294 -3.652 -1.644 -0.59
O 1.573 -2.487 -2.884 -0.76
```